[1]
Density functional theory data (wB97M-V/def2-TZVPD) for a 7-piece molecular cluster, C38H33F5N6O14SSi overall in a non-equilibrium geometry.

As for the SMILES: O=S(=O)([SiH3])C(F)(F)C(F)(F)F.O=[N+]([O-])c1ccccc1.O=[N+]([O-])c1ccccc1.O=[N+]([O-])c1ccccc1.O=[N+]([O-])c1ccccc1.O=[N+]([O-])c1ccccc1.O=[N+]([O-])c1ccccc1. Its spin multiplicity is 1. The value obtained for the HOMO-LUMO gap is 8.854 eV. For the LUMO energy, the calculation gives -1.0025 eV. The calculation puts the HOMO energy at -9.9 eV.

Bonds (Å) are listed after each position.
Cartesian coordinates (Å):
1 O 4.5911 -1.4155 -3.8858  S2 1.440
2 S 4.4124 -0.0091 -3.6315  O1 1.440, O3 1.444, Si4 2.217, C5 1.877
3 O 4.1359 0.1792 -2.2272  S2 1.444
4 Si 6.2574 1.1569 -4.0188  S2 2.217, H12 1.471, H13 1.465, H14 1.470
5 C 2.9774 0.5477 -4.7064  S2 1.877, F6 1.321, F7 1.315, C8 1.545
6 F 3.3235 1.5138 -5.5375  C5 1.321
7 F 2.6542 -0.4790 -5.4613  C5 1.315
8 C 1.7522 0.9600 -3.8594  C5 1.545, F9 1.306, F10 1.292, F11 1.305
9 F 0.7232 1.2045 -4.6249  C8 1.306
10 F 2.0485 2.0147 -3.1751  C8 1.292
11 F 1.3932 -0.0227 -3.0796  C8 1.305
12 H 6.8105 1.5761 -2.7215  Si4 1.471
13 H 7.1952 0.2022 -4.6153  Si4 1.465
14 H 5.9278 2.2987 -4.8846  Si4 1.470
15 C -2.3324 -0.3605 -3.2891  C16 1.389, C20 1.389, H24 1.083
16 C -1.4501 -0.2406 -2.2233  C15 1.389, C17 1.384, H25 1.077
17 C -1.8964 -0.4508 -0.9301  C16 1.384, C18 1.384, H26 1.081
18 C -3.2230 -0.7833 -0.7196  C17 1.384, C19 1.384, N21 1.463
19 C -4.1155 -0.9008 -1.7711  C18 1.384, C20 1.385, H27 1.081
20 C -3.6636 -0.6863 -3.0629  C15 1.389, C19 1.385, H28 1.082
21 N -3.6801 -1.0259 0.6492  C18 1.463, O22 1.222, O23 1.215
22 O -2.8614 -0.8832 1.5449  N21 1.222
23 O -4.8366 -1.3567 0.8219  N21 1.215
24 H -1.9806 -0.2005 -4.3007  C15 1.083
25 H -0.4192 0.0133 -2.4013  C16 1.077
26 H -1.2057 -0.3568 -0.1035  C17 1.081
27 H -5.1511 -1.1564 -1.5984  C19 1.081
28 H -4.3486 -0.7760 -3.8950  C20 1.082
29 C -2.0056 -3.7676 1.3030  C30 1.390, C34 1.389, H38 1.082
30 C -3.0358 -4.4151 0.6312  C29 1.390, C31 1.386, H39 1.082
31 C -2.8165 -5.6568 0.0554  C30 1.386, C32 1.384, H40 1.081
32 C -1.5653 -6.2387 0.1637  C31 1.384, C33 1.384, N35 1.470
33 C -0.5281 -5.6029 0.8242  C32 1.384, C34 1.386, H41 1.081
34 C -0.7527 -4.3604 1.3954  C29 1.389, C33 1.386, H42 1.082
35 N -1.3361 -7.5658 -0.4258  C32 1.470, O36 1.217, O37 1.217
36 O -2.2622 -8.0894 -1.0163  N35 1.217
37 O -0.2343 -8.0636 -0.2865  N35 1.217
38 H -2.1795 -2.8009 1.7565  C29 1.082
39 H -4.0116 -3.9523 0.5589  C30 1.082
40 H -3.6195 -6.1574 -0.4664  C31 1.081
41 H 0.4472 -6.0620 0.9005  C33 1.081
42 H 0.0491 -3.8536 1.9162  C34 1.082
43 C -2.9548 -1.1096 6.3300  C44 1.389, C48 1.389, H52 1.083
44 C -2.8679 -0.7923 4.9808  C43 1.389, C45 1.385, H53 1.082
45 C -1.7438 -0.1466 4.4932  C44 1.385, C46 1.384, H54 1.080
46 C -0.7159 0.1707 5.3633  C45 1.384, C47 1.385, N49 1.470
47 C -0.7915 -0.1331 6.7120  C46 1.385, C48 1.386, H55 1.081
48 C -1.9196 -0.7767 7.1950  C43 1.389, C47 1.386, H56 1.082
49 N 0.4867 0.8353 4.8402  C46 1.470, O50 1.219, O51 1.216
50 O 0.5126 1.1072 3.6521  N49 1.219
51 O 1.3868 1.0747 5.6218  N49 1.216
52 H -3.8318 -1.6193 6.7089  C43 1.083
53 H -3.6741 -1.0505 4.3069  C44 1.082
54 H -1.6820 0.0974 3.4429  C45 1.080
55 H 0.0131 0.1217 7.3868  C47 1.081
56 H -1.9911 -1.0227 8.2460  C48 1.082
57 C 0.4586 4.3973 1.1823  C58 1.389, C62 1.388, H66 1.083
58 C -0.1748 5.5473 0.7286  C57 1.389, C59 1.387, H67 1.082
59 C -1.1688 5.4595 -0.2343  C58 1.387, C60 1.384, H68 1.081
60 C -1.5186 4.2147 -0.7284  C59 1.384, C61 1.383, N63 1.470
61 C -0.8906 3.0628 -0.2899  C60 1.383, C62 1.386, H69 1.080
62 C 0.1041 3.1563 0.6708  C57 1.388, C61 1.386, H70 1.082
63 N -2.5880 4.1093 -1.7314  C60 1.470, O64 1.216, O65 1.219
64 O -3.1100 5.1389 -2.1133  N63 1.216
65 O -2.8907 2.9943 -2.1199  N63 1.219
66 H 1.2303 4.4683 1.9387  C57 1.083
67 H 0.1052 6.5131 1.1294  C58 1.082
68 H -1.6596 6.3563 -0.5845  C59 1.081
69 H -1.1677 2.0963 -0.6842  C61 1.080
70 H 0.6006 2.2621 1.0249  C62 1.082
71 C -3.7179 6.4370 5.2729  C72 1.389, C76 1.388, H80 1.083
72 C -4.0753 7.6997 4.8189  C71 1.389, C73 1.386, H81 1.082
73 C -3.1559 8.4764 4.1325  C72 1.386, C74 1.384, H82 1.081
74 C -1.8863 7.9741 3.9057  C73 1.384, C75 1.384, N77 1.470
75 C -1.5142 6.7200 4.3588  C74 1.384, C76 1.385, H83 1.081
76 C -2.4377 5.9496 5.0466  C71 1.388, C75 1.385, H84 1.082
77 N -0.9156 8.7840 3.1563  C74 1.470, O78 1.215, O79 1.219
78 O -1.2643 9.8872 2.7852  N77 1.215
79 O 0.1817 8.2966 2.9462  N77 1.219
80 H -4.4402 5.8301 5.8042  C71 1.083
81 H -5.0730 8.0776 4.9976  C72 1.082
82 H -3.4374 9.4583 3.7803  C73 1.081
83 H -0.5197 6.3362 4.1817  C75 1.081
84 H -2.1606 4.9667 5.4036  C76 1.082
85 C 4.0406 -5.4347 -3.8956  C86 1.389, C90 1.389, H94 1.083
86 C 5.0868 -4.5798 -4.2174  C85 1.389, C87 1.386, H95 1.082
87 C 6.1920 -5.0657 -4.8982  C86 1.386, C88 1.384, H96 1.080
88 C 6.2335 -6.4034 -5.2523  C87 1.384, C89 1.384, N91 1.470
89 C 5.2007 -7.2671 -4.9313  C88 1.384, C90 1.386, H97 1.080
90 C 4.0992 -6.7768 -4.2482  C85 1.389, C89 1.386, H98 1.082
91 N 7.3942 -6.9149 -5.9956  C88 1.470, O92 1.217, O93 1.217
92 O 8.2943 -6.1343 -6.2459  N91 1.217
93 O 7.3864 -8.0876 -6.3201  N91 1.217
94 H 3.1754 -5.0525 -3.3683  C85 1.083
95 H 5.0390 -3.5349 -3.9405  C86 1.082
96 H 7.0048 -4.3990 -5.1477  C87 1.080
97 H 5.2420 -8.3110 -5.2069  C89 1.080
98 H 3.2837 -7.4407 -3.9932  C90 1.082

***

[2]
Density functional theory data (wB97M-V/def2-TZVPD) for one molecule with the formula C18H20N2O4S.

As for the SMILES: COc1ccc(S(N)(=O)=O)cc1C(=O)N[C@H]1CCCc2ccccc21. Its spin multiplicity is 1. The value obtained for the HOMO-LUMO gap is 9.686 eV. For the LUMO energy, the calculation gives 0.6950 eV. The calculation puts the HOMO energy at -9.0 eV.

Bonds (Å) are listed after each position.
Cartesian coordinates (Å):
1 C -1.0594 -3.9887 -0.5297  H2 1.094, H3 1.089, H4 1.092, O5 1.412
2 H -0.0417 -3.6109 -0.3976  C1 1.094
3 H -1.0951 -5.0356 -0.2308  C1 1.089
4 H -1.3441 -3.8951 -1.5792  C1 1.092
5 O -1.9736 -3.3311 0.3216  C1 1.412, C6 1.349
6 C -2.2453 -2.0164 0.1874  O5 1.349, C7 1.405, C11 1.402
7 C -3.2823 -1.5695 1.0235  C6 1.405, C8 1.375, H45 1.078
8 C -3.6804 -0.2530 1.0332  C7 1.375, C9 1.383, H44 1.078
9 C -3.0415 0.6444 0.1964  C8 1.383, C10 1.374, S38 1.776
10 C -2.0167 0.2360 -0.6232  C9 1.374, C11 1.394, H37 1.079
11 C -1.5918 -1.0915 -0.6385  C6 1.402, C10 1.394, C12 1.505
12 C -0.4785 -1.3982 -1.6041  C11 1.505, O13 1.216, N14 1.348
13 O -0.6678 -1.9300 -2.6812  C12 1.216
14 N 0.7441 -0.9746 -1.2275  C12 1.348, H15 1.012, C16 1.451
15 H 1.4818 -1.1327 -1.9024  N14 1.012
16 C 1.1520 -0.3795 0.0310  N14 1.451, C17 1.514, C25 1.533, H36 1.097
17 C 2.0596 0.8036 -0.2327  C16 1.514, C18 1.391, C22 1.392
18 C 1.7265 1.6838 -1.2572  C17 1.391, C19 1.381, H35 1.080
19 C 2.5118 2.7854 -1.5334  C18 1.381, C20 1.385, H34 1.079
20 C 3.6480 3.0224 -0.7780  C19 1.385, C21 1.381, H33 1.080
21 C 3.9790 2.1581 0.2471  C20 1.381, C22 1.391, H32 1.081
22 C 3.1950 1.0462 0.5358  C17 1.392, C21 1.391, C23 1.504
23 C 3.6060 0.1301 1.6556  C22 1.504, C24 1.523, H30 1.095, H31 1.092
24 C 2.4536 -0.7467 2.1289  C23 1.523, C25 1.522, H28 1.092, H29 1.091
25 C 1.8168 -1.4306 0.9272  C16 1.533, C24 1.522, H26 1.093, H27 1.092
26 H 2.5843 -1.9613 0.3580  C25 1.093
27 H 1.0681 -2.1564 1.2515  C25 1.092
28 H 1.7051 -0.1333 2.6347  C24 1.092
29 H 2.8178 -1.4910 2.8389  C24 1.091
30 H 4.4238 -0.5071 1.3018  C23 1.095
31 H 3.9959 0.7233 2.4854  C23 1.092
32 H 4.8615 2.3433 0.8431  C21 1.081
33 H 4.2695 3.8809 -0.9836  C20 1.080
34 H 2.2359 3.4582 -2.3307  C19 1.079
35 H 0.8381 1.4999 -1.8430  C18 1.080
36 H 0.2489 -0.0116 0.5337  C16 1.097
37 H -1.5374 0.9711 -1.2509  C10 1.079
38 S -3.5469 2.3459 0.1523  C9 1.776, O39 1.434, O40 1.435, N41 1.683
39 O -4.1287 2.7102 1.4108  S38 1.434
40 O -2.4800 3.1400 -0.3868  S38 1.435
41 N -4.7878 2.2838 -0.9834  S38 1.683, H42 1.007, H43 1.007
42 H -4.5439 2.7621 -1.8350  N41 1.007
43 H -5.6582 2.6202 -0.6057  N41 1.007
44 H -4.4679 0.0985 1.6793  C8 1.078
45 H -3.7545 -2.3029 1.6576  C7 1.078

***

[3]
Density functional theory data (wB97M-V/def2-TZVPD) for an isolated ion of composition C33H33N4O and charge +1 in a non-equilibrium geometry.

As for the SMILES: Cc1cc[n+]([C@H](/C=C/N2[C@H](Cc3ccccc3)C(=O)N(C)C2(C)C)c2ccc(C#N)cc2)c2ccccc12. Its spin multiplicity is 1. The value obtained for the HOMO-LUMO gap is 6.609 eV. For the LUMO energy, the calculation gives -4.1813 eV. The calculation puts the HOMO energy at -10.8 eV. As for the total charge: +1.

Bonds (Å) are listed after each position.
Cartesian coordinates (Å):
1 C 5.1277 1.6719 1.4633  N2 1.446, H28 1.085, H29 1.095, H30 1.095
2 N 3.6974 1.6168 1.2565  C1 1.446, C3 1.370, C25 1.449
3 C 2.9087 2.7333 1.3548  N2 1.370, O4 1.218, C5 1.526
4 O 3.3071 3.8495 1.6349  C3 1.218
5 C 1.4752 2.3311 1.0203  C3 1.526, C6 1.489, N13 1.476, H31 1.114
6 C 0.8773 3.0049 -0.1655  C5 1.489, C7 1.520, H32 1.093, H33 1.099
7 C 0.7245 4.5058 0.0209  C6 1.520, C8 1.406, C12 1.404
8 C 1.2529 5.4073 -0.9193  C7 1.406, C9 1.403, H34 1.097
9 C 1.2088 6.7893 -0.6790  C8 1.403, C10 1.402, H35 1.096
10 C 0.5800 7.2746 0.4765  C9 1.402, C11 1.403, H36 1.085
11 C 0.0135 6.3855 1.4028  C10 1.403, C12 1.405, H37 1.095
12 C 0.0790 5.0021 1.1648  C7 1.404, C11 1.405, H38 1.098
13 N 1.6437 0.8831 0.7891  C5 1.476, C14 1.370, C25 1.473
14 C 0.5875 0.0642 0.4878  N13 1.370, C15 1.367, H39 1.075
15 C 0.6086 -1.2963 0.3520  C14 1.367, C16 1.457, H40 1.136
16 C -0.6478 -2.0327 0.3794  C15 1.457, C17 1.554, H41 1.278, N56 1.603
17 C -0.3419 -3.5311 0.1056  C16 1.554, C18 1.407, C24 1.444
18 C -1.4450 -4.3968 0.2236  C17 1.407, C19 1.387, H42 1.080
19 C -1.2784 -5.7702 0.1294  C18 1.387, C20 1.393, H43 1.081
20 C 0.0118 -6.2938 0.1786  C19 1.393, C21 1.433, C23 1.395
21 C 0.1994 -7.6957 0.4069  C20 1.433, N22 1.180
22 N 0.4525 -8.8454 0.4822  C21 1.180
23 C 1.1241 -5.4801 -0.0400  C20 1.395, C24 1.397, H44 1.109
24 C 0.9541 -4.1009 -0.1799  C17 1.444, C23 1.397, H45 1.114
25 C 3.0126 0.3709 0.9754  N2 1.449, N13 1.473, C26 1.533, C27 1.553
26 C 3.5831 -0.2747 -0.2926  C25 1.533, H46 1.102, H47 1.100, H48 1.096
27 C 3.1517 -0.6216 2.1611  C25 1.553, H49 1.097, H50 1.097, H51 1.103
28 H 5.4466 2.7013 1.5867  C1 1.085
29 H 5.4197 1.1087 2.3557  C1 1.095
30 H 5.6727 1.2578 0.6092  C1 1.095
31 H 0.8576 2.5614 1.9186  C5 1.114
32 H 1.4794 2.8203 -1.0584  C6 1.093
33 H -0.1064 2.5582 -0.3692  C6 1.099
34 H 1.7268 5.0048 -1.8229  C8 1.097
35 H 1.6706 7.4758 -1.3984  C9 1.096
36 H 0.5128 8.3439 0.6496  C10 1.085
37 H -0.4740 6.7509 2.3123  C11 1.095
38 H -0.3562 4.2932 1.8814  C12 1.098
39 H -0.3547 0.5816 0.4573  C14 1.075
40 H 1.5441 -1.9252 0.4902  C15 1.136
41 H -1.4289 -1.6137 1.2997  C16 1.278
42 H -2.4222 -3.9498 0.3278  C18 1.080
43 H -2.1759 -6.3713 0.0840  C19 1.081
44 H 2.1481 -5.9068 -0.0414  C23 1.109
45 H 1.8701 -3.5473 -0.4883  C24 1.114
46 H 3.6088 0.4597 -1.1134  C26 1.102
47 H 4.6181 -0.5844 -0.0844  C26 1.100
48 H 3.0182 -1.1630 -0.5971  C26 1.096
49 H 3.0525 -0.1036 3.1235  C27 1.097
50 H 2.4128 -1.4308 2.1097  C27 1.097
51 H 4.1435 -1.1041 2.1523  C27 1.103
52 C -5.0023 -1.8960 -3.5533  C53 1.517, H63 1.114, H64 1.107, H65 1.110
53 C -3.8858 -1.7561 -2.5356  C52 1.517, C54 1.382, C58 1.439
54 C -2.7913 -2.5793 -2.7215  C53 1.382, C55 1.387, H66 1.096
55 C -1.7258 -2.4692 -1.8410  C54 1.387, N56 1.323, H67 1.065
56 N -1.7443 -1.7242 -0.7482  C16 1.603, C55 1.323, C57 1.388
57 C -2.8317 -0.9037 -0.4828  N56 1.388, C58 1.428, C62 1.404
58 C -3.9129 -0.8537 -1.4149  C53 1.439, C57 1.428, C59 1.385
59 C -4.8900 0.0952 -1.1656  C58 1.385, C60 1.384, H68 1.044
60 C -4.8628 0.9094 -0.0466  C59 1.384, C61 1.397, H69 1.070
61 C -3.8236 0.7952 0.8794  C60 1.397, C62 1.368, H70 1.089
62 C -2.8244 -0.1187 0.6817  C57 1.404, C61 1.368, H71 1.091
63 H -5.8729 -1.2029 -3.4965  C52 1.114
64 H -4.5668 -1.7653 -4.5622  C52 1.107
65 H -5.4046 -2.9293 -3.5090  C52 1.110
66 H -2.7169 -3.3463 -3.5016  C54 1.096
67 H -0.8879 -3.1006 -2.0230  C55 1.065
68 H -5.6319 0.1819 -1.8948  C59 1.044
69 H -5.5989 1.6596 0.1517  C60 1.070
70 H -3.7381 1.4115 1.7730  C61 1.089
71 H -2.0392 -0.1761 1.4372  C62 1.091